No. 1
Density functional theory data (ωB97M-V/def2-TZVPD) for C9H18O3Rb as an isolated structure.

Its net charge is +1. The HOMO energy is -11.98 eV. The value obtained for the LUMO energy is -3.25 eV. The electronic energy comes out at -603.09447 Eh. The frontier orbital gap is 8.729 eV. As for the energy relative to the best compared isomer or geometry (same formula, charge and spin): 158.88 kcal per mole.

```
31
Properties=species:S:1:pos:R:3:forces:R:3:lowdin_charge:R:1
Rb 20.3762 5.3923 -3.8807 7.86 -6.44 2.12 1.46
C 18.2104 5.9168 -6.5168 -0.54 -0.30 0.13 0.01
C 17.6700 5.9834 -5.1046 -0.49 0.49 0.60 -0.36
O 18.4365 6.1886 -4.1628 -7.59 1.48 -4.94 -0.43
C 16.1496 5.8348 -4.8664 0.94 0.75 -0.01 0.03
H 19.1841 6.4050 -6.5581 -1.76 -0.48 -0.19 0.02
H 17.4951 6.3169 -7.2355 0.03 -0.14 0.01 0.11
H 18.3686 4.8600 -6.7317 -0.14 -0.26 -0.28 0.12
H 15.8933 6.4346 -3.9930 -0.07 0.00 -0.08 0.09
H 15.8567 4.8116 -4.6311 0.11 -0.10 -0.29 0.10
H 15.6100 6.2323 -5.7260 -0.09 -0.33 0.02 0.09
C 19.3208 4.9994 0.0864 -0.43 0.17 -0.49 -0.01
C 18.1959 5.7296 -0.6757 -2.33 1.67 2.95 -0.39
O 17.3805 6.4692 -0.0449 2.82 -2.41 -2.44 0.04
C 18.0682 5.4718 -2.1663 -0.06 0.04 3.34 -0.10
H 19.6014 4.1044 -0.4689 0.18 -0.08 0.01 0.07
H 19.0371 4.6988 1.0950 -0.30 0.17 -0.14 0.09
H 20.1975 5.6366 0.2030 0.04 0.14 -0.16 0.09
H 17.9390 4.3945 -2.2705 -0.32 -0.16 -0.23 0.12
H 18.9896 5.7249 -2.6907 -2.37 0.04 3.53 -0.08
H 17.2426 6.0671 -2.5564 0.29 -0.52 0.59 0.09
C 21.7353 8.6471 -5.5149 0.27 -0.25 0.17 0.02
C 20.9111 7.4486 -5.8446 2.18 1.27 -2.49 -0.48
O 20.0177 7.0651 -5.1500 1.44 4.51 -2.02 -0.31
C 21.2539 6.7126 -7.1571 -0.33 1.04 -0.03 0.02
H 22.7404 8.5241 -5.9184 0.02 0.13 0.06 0.10
H 21.7635 8.7850 -4.4340 -0.02 0.23 -0.07 0.10
H 21.2904 9.5182 -5.9959 -0.05 0.10 0.04 0.11
H 22.1514 6.1021 -7.0578 -0.32 -0.52 0.24 0.11
H 21.5389 7.3910 -7.9612 0.03 0.47 0.23 0.10
H 20.3355 6.2474 -7.5153 0.98 -0.70 -0.17 0.07
```
Forces are in eV/Å.

---

No. 2
Density functional theory data (ωB97M-V/def2-TZVPD) for C9H19B3I3N2O6P as an isolated structure.

The HOMO energy is -8.29 eV. The value obtained for the LUMO energy is -0.49 eV. The electronic energy comes out at -2224.52989 Eh. The frontier orbital gap is 7.796 eV.

```
43
Properties=species:S:1:pos:R:3:forces:R:3:nbo_charge:R:1
C 5.7438 -1.2238 -1.3103 -0.97 -0.11 -1.07 -0.68
C 4.3633 -0.6204 -1.4970 1.42 -1.26 -0.84 -0.07
I 3.2113 -1.5314 -3.0426 0.36 0.02 0.41 0.18
C 3.8680 0.3480 -0.7873 -0.85 1.74 0.78 -0.53
I 5.1243 1.1748 0.7660 -0.60 -0.05 -0.41 0.13
B 2.4346 0.9888 -0.9048 0.83 1.57 0.29 1.15
O 1.8238 1.4359 0.2497 0.10 -1.29 0.06 -0.88
B 0.5979 0.7984 0.4043 -0.39 1.33 0.47 0.97
O -0.2244 0.7165 -0.7205 0.96 -1.01 0.41 -0.88
B 0.4859 0.5730 -1.8876 -1.55 1.43 -0.78 0.82
P -0.2374 -0.5789 -3.2835 0.70 -1.06 -1.09 0.61
O -1.1384 -1.7180 -2.4512 -0.44 1.33 -0.08 -0.98
I -1.7990 0.7158 -4.6479 0.01 0.02 0.56 -0.10
O 1.7190 1.1826 -2.0866 0.01 -1.53 0.48 -0.88
H 6.4677 -0.4896 -0.9877 0.01 0.03 0.35 0.24
H 5.6172 -2.0542 -0.6225 0.40 -0.12 0.20 0.24
H 6.0698 -1.5984 -2.2756 0.14 -0.29 0.01 0.23
H 0.3074 0.4051 1.4723 -0.35 -0.06 0.02 -0.06
H -0.5076 -2.3702 -2.1557 0.24 -0.62 0.10 0.49
C 1.4915 -0.7203 4.6559 -0.18 -0.20 0.31 0.53
O 1.0601 -0.5730 3.5349 -0.10 0.08 -0.51 -0.63
N 2.6953 -0.3110 5.0766 0.40 0.06 0.36 -0.43
C 3.1425 -0.5294 6.4393 0.14 0.16 -0.28 -0.40
C 3.5872 0.3718 4.1476 -0.41 -0.14 0.01 -0.42
H 0.9065 -1.2230 5.4446 0.01 0.00 0.05 0.10
H 3.3530 0.4320 6.9120 0.04 -0.07 0.13 0.20
H 4.0522 -1.1332 6.4316 0.00 0.01 0.15 0.20
H 2.3786 -1.0472 7.0146 -0.05 -0.01 -0.05 0.21
H 3.1048 1.2780 3.7799 0.09 0.01 -0.10 0.22
H 3.7989 -0.2749 3.2974 0.04 0.07 -0.04 0.22
H 4.5155 0.6297 4.6507 -0.01 -0.03 0.06 0.20
C -7.4137 -0.4983 -3.4639 0.18 -0.28 0.04 0.53
O -8.5249 -0.3024 -3.9021 -0.41 0.16 -0.15 -0.63
N -6.5839 0.4578 -3.0157 0.31 0.01 0.13 -0.43
C -5.2612 0.1533 -2.5020 -0.20 0.34 -0.03 -0.40
C -7.0288 1.8398 -3.0481 -0.18 -0.20 -0.10 -0.42
H -6.9823 -1.5110 -3.3966 0.07 -0.02 0.02 0.10
H -5.1897 0.4917 -1.4660 0.16 -0.07 0.01 0.19
H -4.5102 0.6699 -3.1020 0.09 -0.09 0.12 0.20
H -5.0710 -0.9168 -2.5409 -0.04 -0.01 -0.03 0.21
H -7.9337 1.9461 -2.4487 -0.01 0.11 -0.04 0.21
H -7.2610 2.1245 -4.0750 -0.04 0.10 0.04 0.21
H -6.2530 2.4916 -2.6557 0.07 -0.06 0.02 0.20
```
Forces are in eV/Å.

---

No. 3
Density functional theory data (ωB97M-V/def2-TZVPD) for a 4-piece molecular cluster, C9H19Br6NO overall.

The HOMO energy is -9.69 eV. The value obtained for the LUMO energy is 0.14 eV. The electronic energy comes out at -15928.37085 Eh. The frontier orbital gap is 9.827 eV. As for the energy relative to the best compared isomer or geometry (same formula, charge and spin): 20.29 kcal per mole.

```
36
Properties=species:S:1:pos:R:3:forces:R:3:nbo_charge:R:1
Br 3.7950 1.5973 -5.6077 -0.75 -0.09 0.25 -0.03
C 1.8856 1.9854 -5.1948 0.74 0.50 0.56 -0.43
C 1.8372 3.0179 -4.0477 -0.95 -0.60 -0.45 -0.42
Br -0.0768 3.5332 -3.9995 0.35 0.21 0.11 -0.03
H 1.3606 1.0991 -4.8387 0.42 -0.17 -0.22 0.22
H 1.4440 2.2864 -6.1448 0.13 0.32 0.33 0.24
H 2.4582 3.9117 -4.1075 -0.21 -0.20 -0.37 0.24
H 1.9715 2.5330 -3.0808 0.31 0.06 -0.26 0.22
Br -2.6518 -4.7897 2.5504 -0.50 0.97 -0.40 -0.03
C -3.3286 -3.0398 1.8332 0.69 -0.09 -0.91 -0.42
C -3.2103 -1.9626 2.9195 -0.77 -1.22 -1.16 -0.44
Br -3.1658 -0.1605 2.1112 -0.07 -0.63 0.34 -0.03
H -4.3059 -3.2150 1.3834 -0.23 -0.02 0.74 0.22
H -2.7263 -2.7948 0.9584 0.55 -0.21 0.37 0.23
H -2.2943 -2.1953 3.4624 -0.35 0.71 0.23 0.25
H -4.1601 -2.0404 3.4486 0.56 0.45 0.70 0.23
Br -0.8871 -0.5901 5.2933 0.72 0.61 -0.57 -0.04
C -0.0163 0.3741 3.7659 -0.11 0.05 -0.35 -0.43
C 1.2294 1.1292 4.2003 0.10 0.05 1.06 -0.42
Br 2.4724 1.7317 2.6930 -1.35 -0.50 1.33 -0.04
H -0.7615 1.1062 3.4550 -0.01 -0.28 -0.03 0.22
H 0.1147 -0.3563 2.9675 0.12 -0.06 0.23 0.25
H 1.8220 0.6491 4.9791 0.43 -0.77 -0.82 0.23
H 0.8665 1.9419 4.8295 0.20 0.89 -0.83 0.22
C -0.4304 -0.9405 -0.0971 0.85 -1.81 3.42 0.52
O -0.1367 -1.7338 0.8502 -0.98 1.76 -2.56 -0.67
N 0.3951 -0.5764 -1.0686 0.95 -0.17 0.40 -0.42
C 0.0984 0.5164 -1.8876 -1.69 0.44 -0.96 -0.39
C 1.7115 -1.0867 -1.2578 0.67 -1.80 0.44 -0.43
H -1.3898 -0.4012 -0.1284 0.01 -0.25 0.03 0.13
H -0.0089 0.2188 -2.9306 0.56 0.05 -0.32 0.19
H 0.8385 1.3061 -1.7583 -0.37 0.24 -0.04 0.19
H -0.9326 0.7649 -1.6357 0.17 1.00 0.04 0.21
H 1.6607 -1.7556 -2.1170 0.46 0.11 -0.31 0.20
H 2.5038 -0.3475 -1.3760 -0.39 0.36 -0.18 0.20
H 2.0179 -1.7160 -0.4222 -0.26 0.07 0.14 0.25
```
Forces are in eV/Å.

---

No. 4
Density functional theory data (ωB97M-V/def2-TZVPD) for a 2-piece molecular cluster, C9H19N2O overall.

Its net charge is +1. The HOMO energy (alpha / beta) is -11.66 / -10.38 eV. The value obtained for the LUMO energy (alpha / beta) is -3.13 / -3.68 eV. The electronic energy comes out at -538.62570 Eh. The frontier orbital gap (alpha / beta) is 8.525 / 6.694 eV. As for the energy relative to the best compared isomer or geometry (same formula, charge and spin): 140.30 kcal per mole.

```
31
Properties=species:S:1:pos:R:3:forces:R:3:nbo_charge:R:1
C -3.1528 -1.4170 -1.6917 1.34 -2.37 0.91 -0.36
C -3.2381 -0.2474 -1.0325 0.29 0.75 1.75 -0.48
C -2.8447 0.2429 0.1730 1.01 -0.10 1.09 0.69
C 1.3255 -2.2300 1.2721 1.69 1.71 1.24 -0.64
C 0.1806 2.1027 -1.1972 -2.44 -0.92 0.12 -0.71
C 2.3147 0.6221 0.7292 0.60 1.89 0.80 -0.45
C 1.2259 -0.6446 -1.0421 0.77 1.32 -3.18 -0.45
C 0.5322 -0.8610 1.2702 4.56 0.02 1.58 -0.20
C -0.0390 1.2328 0.0112 0.85 -1.25 1.09 0.38
N -0.2885 1.7385 1.2735 -1.40 -0.05 -0.05 -0.86
N 1.0029 0.1052 0.2065 -0.15 -0.89 0.44 -0.30
O -2.7171 0.6327 1.2816 -0.95 -0.71 -1.19 -0.48
H -3.8212 -1.4308 -2.5089 -0.12 -0.68 -1.02 0.22
H -2.5994 -2.3385 -1.3159 -0.98 1.44 -0.67 0.21
H -3.8119 0.4842 -1.5061 -0.97 1.44 -0.76 0.27
H 0.9060 -2.7299 2.1381 -0.13 -0.60 -0.20 0.25
H 1.3446 -2.8258 0.3615 -0.56 0.03 0.20 0.23
H 2.4475 -2.0808 1.5762 -2.05 -0.09 -0.62 0.22
H -0.5282 1.6712 -2.0293 1.61 1.20 1.20 0.26
H 1.2125 2.0631 -1.4475 0.78 0.28 -0.76 0.23
H -0.1118 3.1319 -0.9171 0.09 -0.44 -0.51 0.24
H 2.2401 1.4791 1.4660 -0.82 -1.50 -0.36 0.26
H 3.0410 -0.1090 1.1164 -0.86 -0.10 -0.33 0.25
H 2.7734 1.1544 -0.0518 0.83 0.27 -1.49 0.22
H 0.4591 -1.2285 -1.5396 -1.10 -0.26 1.34 0.25
H 1.3263 0.0947 -1.9268 0.80 -0.97 1.72 0.24
H 2.0717 -1.3158 -0.9426 0.28 0.42 -0.09 0.24
H 0.7422 -0.3357 2.2682 -0.65 -0.86 -1.47 0.24
H -0.4473 -0.9951 1.1017 -3.60 -0.65 -0.38 0.20
H -1.1361 1.3173 1.8089 1.83 0.98 -1.26 0.44
H -0.4101 2.7172 1.0947 -0.52 0.68 0.87 0.39
```
Forces are in eV/Å.

---

No. 5
Density functional theory data (ωB97M-V/def2-TZVPD) for a 2-piece molecular cluster, C9H19N2OPS overall.

The multiplicity is 3. The HOMO energy (alpha / beta) is -6.83 / -8.11 eV. The value obtained for the LUMO energy (alpha / beta) is 0.79 / -0.77 eV. Its expectation value of S² is 2.01. The electronic energy comes out at -1278.49023 Eh. The frontier orbital gap (alpha / beta) is 7.623 / 7.346 eV.

```
33
Properties=species:S:1:pos:R:3:forces:R:3:mulliken_spin:R:1
C 2.4201 1.2282 -1.0519 0.07 -0.10 0.06 0.00
C 3.3480 1.0998 0.1562 -0.12 0.02 -0.04 0.01
C -2.6184 1.6687 0.9504 0.06 -0.07 0.02 0.07
C -3.6254 0.6086 0.4805 -0.02 0.01 -0.04 0.00
C 1.5758 -0.0409 -0.9688 0.00 0.11 -0.56 -0.02
C 2.4317 0.4928 1.2144 0.29 -0.02 0.37 -0.02
C -1.6564 1.7770 -0.2404 -0.01 0.50 0.28 -0.02
C -2.9071 -0.0928 -0.6949 -0.47 -0.13 0.10 0.00
C 1.1048 -3.5896 -0.0322 -0.21 0.60 -0.15 0.05
N 1.4856 -0.3205 0.4592 -0.03 0.20 0.03 0.20
N -1.6180 0.4971 -0.8641 0.12 -0.01 -0.52 0.88
O -1.5169 -3.1109 0.0783 -1.51 -0.68 0.43 -0.01
P 0.1411 -0.9655 1.1983 -0.08 -0.60 0.28 0.77
S -0.3121 -2.4217 -0.3941 1.73 0.05 0.06 0.01
H 1.7839 2.1077 -0.9380 -0.02 0.03 -0.04 0.00
H 2.9585 1.3054 -1.9940 -0.02 0.05 -0.05 0.00
H 4.1700 0.4184 -0.0683 0.02 0.00 0.01 0.00
H 3.7614 2.0536 0.4757 0.08 0.01 0.02 0.00
H -3.0874 2.6208 1.1971 0.05 -0.01 0.04 0.00
H -2.0661 1.3123 1.8228 -0.07 0.06 -0.01 -0.02
H -3.8594 -0.1002 1.2728 -0.08 0.02 -0.01 0.00
H -4.5561 1.0697 0.1479 -0.01 -0.03 0.05 0.00
H 0.5686 0.0827 -1.3784 0.25 -0.06 -0.09 0.01
H 2.0774 -0.8712 -1.4777 0.00 0.02 -0.09 0.01
H 2.9707 -0.1331 1.9310 -0.02 0.12 0.00 0.00
H 1.9103 1.2762 1.7754 0.00 0.04 0.03 0.00
H -2.0490 2.5104 -0.9683 0.09 -0.07 0.00 0.05
H -0.6498 2.1035 0.0362 -0.01 0.03 -0.03 -0.01
H -2.8104 -1.1711 -0.5546 0.00 -0.03 -0.02 0.01
H -3.4656 0.0447 -1.6347 0.06 -0.06 0.00 0.06
H 1.6246 -3.3322 0.8858 -0.03 0.05 0.07 -0.01
H 1.7885 -3.5453 -0.8734 0.13 -0.02 -0.11 0.00
H 0.6773 -4.5828 0.0516 -0.23 -0.03 -0.07 0.00
```
Forces are in eV/Å.

---

No. 6
Density functional theory data (ωB97M-V/def2-TZVPD) for C9H19N3O11V2 as an isolated structure.

Its net charge is +1. The multiplicity is 2. The HOMO energy (alpha / beta) is -10.55 / -10.55 eV. The value obtained for the LUMO energy (alpha / beta) is -6.66 / -8.25 eV. Its expectation value of S² is 0.75. The electronic energy comes out at -3233.43014 Eh. The frontier orbital gap (alpha / beta) is 3.890 / 2.300 eV.

```
44
Properties=species:S:1:pos:R:3:forces:R:3:mulliken_spin:R:1
O -0.6578 -2.1155 2.8777 -1.94 2.63 -0.38 0.00
V -1.5336 -0.7723 2.6271 2.03 1.97 1.34 0.00
O -0.9320 0.4116 3.4916 -0.44 -2.85 -1.17 0.00
O -2.9650 0.3661 -2.1334 -1.80 -0.76 -0.07 0.00
V -4.5671 0.3012 -1.9585 -1.64 1.38 1.09 0.00
O -5.2711 -0.3581 -3.1780 1.28 0.25 0.31 0.00
N -3.7468 1.5005 1.2480 -2.68 -2.21 1.73 0.00
O -4.6341 1.2496 2.0798 0.48 0.82 -1.47 0.00
O -2.5759 1.2758 1.6014 4.01 -1.74 1.28 0.00
O -3.8990 1.8073 0.0844 -1.13 0.80 -1.75 0.00
N -7.1956 0.6867 0.0294 -1.08 -1.58 7.64 0.00
O -7.4136 1.5420 0.8844 0.06 2.35 -2.09 0.00
O -6.4877 0.8369 -0.9597 3.58 0.71 -4.61 0.00
O -7.4879 -0.4442 0.4049 -0.27 -2.04 -1.91 0.00
C 0.8178 1.9741 1.0089 0.10 -0.98 -0.13 0.02
C 1.5417 0.9526 -0.0050 0.56 2.51 2.90 0.01
C 3.0654 1.1640 0.3089 -0.34 -0.24 0.70 0.03
C 3.9554 0.1831 -0.3747 0.15 0.15 -1.15 -0.01
C 3.5285 -1.2264 -0.0614 0.13 0.55 0.81 0.04
C 2.0193 -1.5271 -0.2575 0.94 -2.69 0.89 -0.01
N 1.1845 -0.5038 0.3855 2.87 2.91 -2.08 0.70
O -0.1252 -0.6892 0.6065 0.03 -0.50 -0.05 0.05
C 1.7732 -1.6811 -1.7592 -0.11 1.00 -0.54 0.11
C 1.8260 -2.8967 0.4472 -1.56 1.11 0.61 0.01
C 1.1738 1.4324 -1.4073 -0.57 -1.63 -0.86 0.08
H -0.2142 2.2972 0.8727 -0.14 -0.54 -0.83 0.00
H 1.4051 2.8910 0.9580 0.14 -0.20 0.29 0.00
H 0.8012 1.5408 2.0090 0.52 0.24 0.16 0.00
H 3.3855 2.1850 0.1011 -0.49 0.06 -0.36 0.00
H 3.2100 1.0791 1.3859 -0.19 -0.11 0.23 -0.01
H 5.0052 0.3752 -0.1530 -0.03 -0.23 0.35 0.00
H 3.9073 0.3818 -1.4453 -0.04 -0.17 -0.29 0.00
H 3.7229 -1.4188 0.9937 0.19 -0.05 0.09 -0.01
H 4.1161 -1.9499 -0.6265 -0.31 -0.12 -0.07 0.00
H 2.2765 -2.5645 -2.1520 -0.18 -0.21 0.49 0.00
H 0.7148 -1.7243 -2.0161 -0.02 0.01 -0.21 0.00
H 2.2836 -0.8448 -2.2369 -0.49 -0.05 -0.33 0.00
H 2.4758 -3.6602 0.0194 0.00 0.22 0.37 0.00
H 1.9164 -2.6745 1.5105 0.87 -0.59 0.15 0.00
H 0.7837 -3.2153 0.4430 -0.08 -0.29 -0.68 0.00
H 0.2057 0.9784 -1.6187 -0.44 0.55 -0.36 -0.01
H 1.8127 1.0883 -2.2207 0.27 0.01 0.29 0.00
H 1.1217 2.5185 -1.4841 -0.13 -0.15 0.51 0.00
H -0.3234 -0.7529 -0.3306 -2.09 -0.27 -0.84 0.02
```
Forces are in eV/Å.

---

No. 7
Density functional theory data (ωB97M-V/def2-TZVPD) for an isolated ion of composition C9H19NP and charge +1.

Its net charge is +1. The HOMO energy is -12.53 eV. The value obtained for the LUMO energy is -4.00 eV. The electronic energy comes out at -750.02921 Eh. The frontier orbital gap is 8.528 eV. As for the energy relative to the best compared isomer or geometry (same formula, charge and spin): 85.90 kcal per mole.

```
30
Properties=species:S:1:pos:R:3:forces:R:3:nbo_charge:R:1
C 0.8221 1.6676 0.3640 1.32 0.02 -1.02 -0.08
C -0.3244 0.8089 0.0504 -3.63 1.06 2.03 -0.69
C 2.1177 2.0292 -0.4363 -3.46 -3.19 -4.35 -0.23
C 1.5955 -1.2498 1.2896 0.48 -1.25 -0.61 -0.63
C 3.7521 -0.6811 -0.1307 -0.28 1.00 2.47 -0.63
C -3.8593 1.1232 -0.8424 -0.75 -2.45 1.39 -0.62
C -3.8981 -1.0297 0.5084 3.28 -1.07 -1.53 -0.61
C 2.2186 -0.4313 0.1714 1.82 -3.97 -2.18 -0.06
C -2.9735 -0.0853 -0.3400 -2.83 1.92 3.93 -0.47
N 2.1696 0.9341 0.5189 1.21 4.33 3.56 -0.38
P -1.8890 0.7589 0.9622 3.06 0.55 -2.09 0.81
H 0.6438 2.5436 0.9404 -0.07 -0.11 1.48 0.25
H -0.3623 0.2716 -0.8506 0.29 -0.54 -1.26 0.21
H 2.4520 3.0192 -0.3383 1.05 0.76 0.95 0.26
H 2.1429 1.6500 -1.5343 0.16 0.69 2.04 0.24
H 2.1043 -1.0169 2.2130 0.15 -0.24 0.44 0.22
H 0.5810 -0.9521 1.3543 -0.94 0.20 0.42 0.24
H 1.5658 -2.3691 1.0982 0.50 1.45 0.12 0.25
H 4.0081 -1.4446 -0.7630 -0.27 -2.10 -1.98 0.24
H 4.4544 -0.9683 0.7292 -1.33 1.18 -0.55 0.24
H 4.0284 0.2251 -0.6448 0.86 0.29 0.01 0.21
H -4.5324 1.4491 0.0016 1.25 0.25 -0.66 0.23
H -3.1866 1.7890 -1.2485 0.87 2.26 -0.72 0.21
H -4.5852 0.8511 -1.5860 -0.10 -0.53 -0.66 0.24
H -4.5961 -0.5321 1.0539 -2.15 1.81 1.22 0.21
H -3.3005 -1.5262 1.2568 0.30 -0.58 0.23 0.20
H -4.3607 -1.7901 -0.0732 -0.48 -0.54 -0.64 0.23
H 1.6917 -0.6935 -0.8209 0.56 1.10 1.53 0.24
H -2.2480 -0.5280 -0.9156 0.87 -1.26 -2.19 0.21
H 2.8401 1.2078 1.3362 -1.75 -1.06 -1.41 0.46
```
Forces are in eV/Å.